# 1
The following is a DFT calculation (ωB97M-V/def2-TZVPD) of a molecular structure, C41H38BaN5OS2.

Properties
- LUMO energy: -1.89 eV
- HOMO energy: -0.310 hartree
- ΔE to the lowest compared entry with this formula, charge and spin: 187.3 kJ/mol
- E: -2755.8797 Eh

ORCA input file:
```
! wB97M-V def2-TZVPD RIJCOSX def2/J DEFGRID3
* xyz 1 1
C 13.578 16.204 8.369
C 8.618 9.578 8.594
H 6.922 12.110 3.993
C 11.645 17.153 9.411
C 14.929 16.372 7.958
C 9.856 8.901 9.075
H 7.721 8.941 8.592
H 12.021 11.705 13.970
H 6.305 11.109 8.310
C 7.535 12.251 4.840
H 10.009 7.632 7.343
H 17.095 6.959 11.632
C 10.451 7.872 8.290
C 13.984 12.432 13.450
C 15.062 13.968 7.668
H 7.470 12.595 11.123
H 6.125 11.639 11.851
H 8.974 13.652 4.016
C 13.751 13.730 8.080
H 7.054 12.543 8.975
C 15.697 15.199 7.743
C 14.129 13.356 16.054
H 14.270 13.580 17.088
H 7.127 10.154 13.869
C 16.598 7.921 11.770
H 16.678 11.261 11.176
H 6.199 11.170 6.171
C 11.606 7.269 8.721
N 9.039 12.582 7.158
H 9.535 12.817 16.181
C 9.668 12.904 14.022
C 12.860 12.346 14.223
N 10.435 9.275 10.232
C 9.766 15.650 10.116
C 9.205 12.366 15.240
C 15.247 13.652 15.100
C 16.315 10.263 11.406
N 9.130 12.555 12.837
S 13.169 12.118 8.000
C 15.172 10.305 12.166
C 7.266 11.649 11.603
C 11.082 15.831 9.449
H 17.820 9.162 10.404
C 16.951 9.094 11.094
C 8.301 11.339 15.196
H 10.291 13.727 6.010
C 12.992 14.872 8.445
H 9.002 16.410 9.852
H 16.790 15.264 7.663
H 9.283 14.728 9.778
Ba 10.846 12.136 9.994
H 9.805 15.512 11.203
H 11.675 8.710 11.784
H 10.475 13.609 13.949
H 15.943 13.281 13.096
N 11.739 14.791 8.919
H 8.397 9.807 11.286
H 8.639 9.912 7.523
C 12.892 17.328 8.891
C 15.163 13.135 13.815
H 13.329 18.280 8.807
H 13.942 9.193 13.536
N 8.174 10.780 9.366
C 7.649 10.435 10.724
H 15.277 17.382 7.851
H 12.184 12.737 16.252
C 9.392 13.174 5.981
S 14.182 11.720 11.838
H 12.889 6.953 10.528
C 11.431 8.487 10.725
H 6.763 9.740 10.739
H 8.068 10.802 16.081
H 11.050 17.992 9.663
C 8.094 11.729 12.835
C 12.084 7.499 10.042
C 14.789 9.200 12.905
H 16.121 14.230 15.386
C 15.629 8.074 12.771
O 12.849 11.101 11.401
C 7.760 10.971 13.970
H 15.673 13.087 7.459
H 15.539 7.264 13.465
C 7.132 11.706 6.066
C 7.269 11.594 8.560
C 12.981 12.830 15.535
C 8.656 13.097 4.865
H 12.146 6.602 8.042
C 7.860 12.016 7.228
*
```

***

# 2
The following is a DFT calculation (ωB97M-V/def2-TZVPD) of 3 unconnected molecules or ions with the total composition C41H38ClN3O7PS.

Properties
- LUMO energy (spin up / spin down): -1.18 / -1.18 eV
- HOMO energy (spin up / spin down): -0.294 / -0.341 hartree
- E: -3475.8540 Eh

ORCA input file:
```
! wB97M-V def2-TZVPD RIJCOSX def2/J DEFGRID3
* xyz 0 2
C -8.196 3.779 -1.938
H -10.148 0.608 -0.929
S 3.612 -5.534 2.506
H 4.313 -1.417 -1.371
C -7.482 7.374 -3.018
H 8.884 -2.701 0.542
N 2.970 -3.681 4.416
C 5.744 -3.198 0.325
C -7.418 4.997 -2.306
C -9.575 6.253 -2.600
C 6.656 -4.406 0.661
O 6.518 -3.717 3.668
H 0.571 3.294 -1.438
O -11.563 5.078 -2.120
H -6.433 2.590 -1.700
C -0.246 -1.512 -0.075
C -1.268 4.335 -1.849
C -0.872 -2.703 0.247
H 0.282 -2.315 3.364
H -11.368 2.704 -1.454
C 6.363 -1.867 0.825
H 6.057 -5.258 0.978
H 8.831 -5.349 3.183
C -10.353 5.048 -2.190
C 9.032 -3.632 1.088
H 4.175 -5.430 0.230
H -11.342 7.411 -2.897
H 7.188 -4.732 -0.245
N 1.947 -2.754 4.607
C -8.171 8.528 -3.351
H -4.358 2.986 -1.551
Cl 4.331 -4.254 -2.217
C 8.066 -5.489 2.417
C 4.301 -3.332 0.870
H -0.780 5.262 -2.119
H 9.795 -3.466 1.853
C -8.180 6.232 -2.645
C -1.132 2.047 -1.125
H 8.459 -6.182 1.666
O -4.444 0.633 -0.776
C -2.655 4.242 -1.884
C -2.395 -0.479 -0.414
C 6.890 -1.829 2.289
H 6.255 -1.208 4.257
H 3.653 -2.661 0.289
H -6.401 7.342 -3.044
H 5.619 -0.233 2.925
H 4.930 -1.840 3.304
H 2.628 -4.675 0.495
H 5.604 -1.082 0.746
H 7.162 -1.566 0.139
C 7.746 -4.166 1.729
C -2.261 -2.786 0.247
H 4.284 -2.941 1.887
O 5.160 -1.556 -1.819
C -9.590 3.808 -1.870
C -3.233 0.701 -0.781
C 5.843 -1.255 3.247
C 8.152 -0.929 2.388
H -7.625 9.416 -3.642
H 8.362 -0.409 1.450
C 2.704 -4.298 3.323
O 0.914 0.950 -0.691
H 0.833 -1.432 -0.078
C -9.602 1.497 -1.214
H -0.275 -3.570 0.500
P 5.859 -3.002 -1.549
O 1.550 -3.845 2.753
O -6.205 4.981 -2.326
C -8.213 1.467 -1.287
H -3.259 5.089 -2.183
C -2.526 1.958 -1.155
C -7.512 2.604 -1.647
C -3.280 3.060 -1.533
H 9.403 -4.381 0.385
C -10.289 2.664 -1.505
C -1.002 -0.394 -0.404
H -4.100 -1.721 -0.093
C -10.261 7.413 -2.936
H -7.675 0.556 -1.060
N 7.231 -3.213 2.740
H 8.019 -0.173 3.163
H -10.097 9.448 -3.575
C -0.296 0.878 -0.737
C 3.650 -4.724 0.872
H 7.178 -5.926 2.868
C -9.560 8.546 -3.312
H 9.028 -1.517 2.658
C 1.166 -2.884 3.606
H -2.748 -3.717 0.505
C -0.508 3.240 -1.470
C -3.020 -1.676 -0.085
*
```

***

# 3
The following is a DFT calculation (ωB97M-V/def2-TZVPD) of a molecular structure, C41H38N8O10Y.

Properties
- LUMO energy (spin up / spin down): 0.58 / 0.28 eV
- HOMO energy (spin up / spin down): -0.205 / -0.193 hartree
- ΔE to the lowest compared entry with this formula, charge and spin: 0.0 kJ/mol
- E: -2814.1350 Eh

ORCA input file:
```
! wB97M-V def2-TZVPD RIJCOSX def2/J DEFGRID3
* xyz -1 1
C 1.371 3.358 3.188
H 0.102 4.610 -2.153
O -0.812 -2.116 0.102
C 2.614 -2.663 -4.161
H -4.774 -0.796 -1.372
C -4.665 0.078 3.160
H -4.589 -3.271 2.427
C 4.259 -2.855 -0.413
C 2.153 -0.062 -3.786
H -5.368 0.865 3.383
O 4.580 -0.088 -3.748
C -4.223 -2.263 2.616
O 0.409 -4.036 -1.616
H -3.794 4.574 1.087
O -5.403 -3.961 -3.503
H 2.304 1.204 -6.679
H -0.226 2.839 -2.278
H -2.155 3.608 -0.807
H 4.517 -3.486 -1.251
H 5.525 -0.940 2.127
N 3.543 0.712 -1.859
Y 0.453 -0.436 0.763
H 3.595 -2.566 -3.676
C -1.922 3.541 1.311
C 2.454 0.656 -1.015
H 3.591 1.454 -5.522
H 1.399 3.466 -1.803
H -6.195 -1.486 2.897
H 6.277 -2.221 0.097
C 3.416 -1.283 1.720
H 2.672 -3.403 -4.975
C -3.291 0.333 3.107
H 1.881 -3.034 -3.432
H -1.368 3.331 3.383
C 0.319 3.615 -1.713
C -2.981 -3.585 -2.412
H 1.950 4.319 3.281
H 2.071 2.534 2.988
O 0.090 -0.999 -2.847
H -0.721 1.025 7.161
H 4.453 0.999 -1.463
N 1.316 0.109 -1.404
H -3.913 2.792 1.012
C -1.451 3.599 0.005
C -0.993 0.423 5.133
C -2.725 -1.138 -0.904
N 1.676 -0.409 2.749
O -3.719 0.791 -0.171
O -6.148 -2.029 -2.773
C -2.864 -1.990 2.522
C 1.134 -0.345 -2.656
C 0.818 3.542 0.786
C 1.172 0.756 6.231
H 0.670 0.791 -5.029
C -0.242 0.771 6.239
C 2.911 -2.682 -0.086
H -2.162 -2.764 2.239
H 1.436 1.950 -3.877
H -3.661 3.630 2.608
C -1.704 -2.134 -0.812
O 2.494 1.014 0.202
O -1.450 0.682 -0.070
C 1.828 0.391 5.056
C -2.623 0.241 -0.317
C 3.526 0.162 -3.168
C -4.003 -2.643 -2.233
C 2.189 -1.284 -4.739
C 2.541 1.658 -5.715
H 2.897 0.365 4.892
N -5.278 -2.896 -2.903
H 2.874 -1.015 -5.569
C -0.091 3.592 -0.267
O -0.999 -4.999 -2.963
H 1.163 -1.376 -5.146
C -2.359 -0.702 2.805
H -3.070 -4.497 -2.995
C 5.242 -2.172 0.366
C -5.133 -1.237 2.901
C 1.077 -0.019 3.910
N 2.464 -1.879 0.914
C -3.930 -1.461 -1.488
H -2.894 1.308 3.315
C -0.366 -0.029 3.936
C 0.355 3.427 2.093
H 1.894 3.562 0.568
N -0.703 -4.170 -2.110
N -0.989 -0.436 2.801
H -2.073 0.458 5.122
H 1.680 1.065 7.135
C 4.831 -1.443 1.474
H 2.436 2.746 -5.829
C -1.816 -3.249 -1.738
C 1.643 1.125 -4.595
H 0.900 3.164 4.155
C -1.013 3.425 2.365
H 2.107 -3.218 -0.587
C -3.409 3.629 1.533
N 2.998 -0.527 2.763
*
```